Arrangement P

52
Properties=species:S:1:pos:R:3 method="wB97M-V/def2-TZVPD" smiles="C=CC[C@H](C(=O)N[C@@H](C)c1ccccc1)C(=O)N[C@H](C)c1ccccc1" e_lumo_ha=0.02816 spin_multiplicity=1 gap_ev=9.6 charge=0
C -5.88492 0.32761 0.36084
C -4.69239 -0.09095 -0.01756
C -3.63916 0.79305 -0.60466
C -2.36172 0.79165 0.25324
C -1.26480 1.58694 -0.42972
O -1.00786 1.43832 -1.61364
N -0.59003 2.43606 0.36376
C 0.59747 3.13170 -0.10729
C 0.81111 4.39704 0.71735
C 1.81103 2.22835 -0.05338
C 2.12998 1.53826 1.10943
C 3.25065 0.73020 1.16030
C 4.06277 0.59793 0.04762
C 3.74339 1.26955 -1.11885
C 2.62311 2.08007 -1.16835
C -1.82569 -0.64112 0.44427
O -1.82154 -1.16353 1.54017
N -1.41645 -1.19282 -0.70839
C -0.79987 -2.50648 -0.87580
C -1.65010 -3.59619 -0.22280
C 0.63109 -2.52027 -0.37736
C 1.67775 -2.56609 -1.28926
C 2.99105 -2.61179 -0.85686
C 3.27395 -2.61033 0.49722
C 2.23811 -2.54114 1.41234
C 0.92492 -2.49377 0.98061
H -6.61786 -0.33971 0.78044
H -6.18225 1.35923 0.26019
H -4.41355 -1.12944 0.09936
H -4.01117 1.81740 -0.68306
H -3.38372 0.44947 -1.61061
H -2.58711 1.18861 1.24659
H -0.76349 2.43252 1.35645
H 0.40103 3.39397 -1.15276
H 1.66544 4.94642 0.33145
H -0.06819 5.03515 0.66814
H 1.00816 4.14455 1.75721
H 1.50112 1.62788 1.98386
H 3.48989 0.20283 2.07128
H 4.94022 -0.02930 0.08893
H 4.36760 1.16265 -1.99375
H 2.37289 2.60034 -2.08133
H -1.30562 -0.55085 -1.48568
H -0.78336 -2.68271 -1.95826
H -2.63183 -3.62881 -0.69044
H -1.77681 -3.39721 0.83605
H -1.16540 -4.56083 -0.34931
H 1.46409 -2.57533 -2.34915
H 3.79308 -2.65432 -1.57933
H 4.29771 -2.66234 0.83826
H 2.45192 -2.53246 2.47140
H 0.12535 -2.42996 1.70088

***

Arrangement Q

52
Properties=species:S:1:pos:R:3 method="wB97M-V/def2-TZVPD" smiles="C[C@H](c1ccco1)N(c1ccccn1)C(=O)[C@]12C[C@H]3C[C@H](C[C@H](C3)C1)C2" e_lumo_ha=0.02281 spin_multiplicity=1 gap_ev=8.8 charge=0
C -1.19750 2.88194 2.57510
C -0.34569 2.65928 1.32786
C -0.98886 3.31314 0.13905
C -1.81360 2.82258 -0.82863
C -2.10644 3.91486 -1.68272
C -1.44162 4.98144 -1.16639
O -0.76255 4.62705 -0.06170
N -0.09192 1.24041 1.02922
C -1.04738 0.31457 1.50228
C -0.95513 -0.16653 2.81052
C -1.93405 -1.02907 3.26786
C -2.96864 -1.38445 2.41370
C -2.96788 -0.85466 1.13458
N -2.03907 -0.02389 0.69279
C 0.93569 1.01901 0.14862
O 1.63545 1.95426 -0.18715
C 1.18731 -0.38020 -0.41855
C 1.17775 -1.51248 0.61132
C 1.46111 -2.84618 -0.08371
C 0.38135 -3.10401 -1.13383
C 0.40999 -1.98725 -2.17630
C 1.78201 -1.94871 -2.84585
C 2.84943 -1.68647 -1.78548
C 2.83194 -2.81090 -0.75310
C 2.56812 -0.35676 -1.09317
C 0.12739 -0.64693 -1.49914
H -1.30616 3.95359 2.72405
H -0.72590 2.45810 3.45760
H -2.18863 2.44970 2.45413
H 0.63569 3.12849 1.47247
H -2.16071 1.81385 -0.91674
H -2.72473 3.90038 -2.55686
H -1.37159 6.00503 -1.47683
H -0.12040 0.11659 3.43170
H -1.89042 -1.42202 4.27313
H -3.75081 -2.05487 2.73207
H -3.74550 -1.09842 0.42248
H 1.93411 -1.32028 1.37683
H 0.20919 -1.58791 1.10281
H 1.43921 -3.64667 0.66574
H -0.60088 -3.14049 -0.65525
H 0.55577 -4.06863 -1.61621
H -0.36172 -2.17426 -2.93182
H 1.97948 -2.89869 -3.34849
H 1.80510 -1.15856 -3.59919
H 3.83521 -1.64170 -2.26185
H 3.60854 -2.64202 -0.00357
H 3.03487 -3.76947 -1.23648
H 3.33422 -0.15390 -0.34170
H 2.59846 0.45912 -1.81607
H 0.15816 0.15878 -2.23622
H -0.86778 -0.65582 -1.05291

***

Arrangement R

52
Properties=species:S:1:pos:R:3 method="wB97M-V/def2-TZVPD" smiles=Cc1oc(-c2ccc(-c3ccccc3)cc2)nc1CN(CCO)C(C)C e_lumo_ha=0.01072 spin_multiplicity=1 gap_ev=8.3 charge=0
C -3.49461 -0.47868 2.48281
C -2.17500 -0.42023 1.80634
O -2.09823 -0.82094 0.50828
C -0.80235 -0.68411 0.16399
C -0.33392 -1.03081 -1.15720
C -1.21976 -1.48793 -2.13290
C -0.75476 -1.82699 -3.38584
C 0.59940 -1.71460 -3.69991
C 1.09110 -2.07982 -5.03555
C 0.60927 -3.21519 -5.68375
C 1.07615 -3.56104 -6.93802
C 2.02631 -2.77537 -7.56870
C 2.50981 -1.64272 -6.93517
C 2.04964 -1.29880 -5.67791
C 1.47774 -1.25108 -2.71941
C 1.02358 -0.91492 -1.46249
N -0.07211 -0.23422 1.14395
C -0.91839 -0.05154 2.20187
C -0.40697 0.47177 3.50831
N 0.10757 1.82424 3.37221
C 1.52603 1.97478 3.63111
C 2.37596 1.72742 2.36941
O 2.50866 0.37754 2.02691
C -0.73466 2.89399 3.87694
C -0.91123 2.89200 5.40445
C -2.09308 2.88933 3.17740
H -3.36554 -0.42208 3.55971
H -4.13093 0.34474 2.15667
H -3.99575 -1.41190 2.23167
H -2.27042 -1.57220 -1.89844
H -1.44953 -2.16509 -4.14077
H -0.11874 -3.84184 -5.18924
H 0.69893 -4.44838 -7.42549
H 2.38879 -3.04501 -8.54965
H 3.24842 -1.02425 -7.42419
H 2.41827 -0.40540 -5.19536
H 2.53154 -1.17726 -2.94338
H 1.70352 -0.56715 -0.70103
H 0.40112 -0.18999 3.83967
H -1.21240 0.41544 4.24836
H 1.71993 2.99867 3.95779
H 1.87552 1.29447 4.42221
H 1.94007 2.30153 1.54004
H 3.39053 2.09380 2.55618
H 1.63368 0.06632 1.72186
H -0.22578 3.82462 3.59731
H -1.46016 2.01355 5.73625
H 0.05809 2.89910 5.89774
H -1.46402 3.77496 5.71456
H -2.71261 2.06881 3.52636
H -1.95404 2.79076 2.10437
H -2.61466 3.82170 3.37967

***

Last place for stability: arrangement R

***

Arrangement P

16
Properties=species:S:1:pos:R:3 method="wB97M-V/def2-TZVPD" smiles=CN.O.O.O e_lumo_ha=0.01727 spin_multiplicity=1 gap_ev=10.6 charge=0
C -1.98365 0.36256 -0.76628
N -1.28316 1.63011 -0.73642
H -3.05307 0.32775 -0.56516
H -1.84331 -0.14887 -1.72686
H -1.53216 -0.38057 -0.09983
H -1.57496 2.21903 0.02890
H -1.46033 2.14125 -1.58816
O 0.48969 -3.15636 2.20472
H 1.00699 -2.34233 2.25158
H 0.40046 -3.31482 1.25908
O 2.62986 0.75445 1.66366
H 3.00145 -0.05327 2.05416
H 2.43337 0.46725 0.78128
O 1.30938 0.47213 -1.56440
H 0.71236 1.04801 -1.02868
H 0.74709 -0.02633 -2.16759

***

Arrangement Q

16
Properties=species:S:1:pos:R:3 method="wB97M-V/def2-TZVPD" smiles=CN.O.O.O e_lumo_ha=0.01480 spin_multiplicity=1 gap_ev=9.9 charge=0
C 0.25545 0.40460 -1.40457
N -1.10915 0.48249 -1.86755
H 0.94751 0.63728 -2.24240
H 0.56194 -0.56153 -0.93936
H 0.49426 1.10629 -0.59908
H -1.21900 0.88303 -2.78564
H -1.71485 -0.29923 -1.65713
O 2.35150 -1.07854 1.10960
H 2.71064 -1.12305 0.22847
H 1.77366 -0.31468 1.30821
O 0.50782 0.60203 1.92767
H 0.17894 1.16340 1.22344
H -0.16193 -0.13315 2.00899
O -1.57062 -0.79034 1.35534
H -1.80404 -0.67497 0.43337
H -2.20216 -0.30366 1.90064

***

Last place for stability: arrangement Q

***

Arrangement P

16
Properties=species:S:1:pos:R:3 method="wB97M-V/def2-TZVPD" smiles=CC(N)N.OO e_lumo_ha=0.02954 spin_multiplicity=1 gap_ev=9.5 charge=0
C 0.85040 0.87133 0.22604
C -0.80494 0.66195 -0.06826
N -1.57927 1.67969 0.56706
N -1.28749 -0.62238 0.29564
H 0.91581 1.13626 1.28243
H 1.17588 1.74294 -0.34306
H 1.56746 0.05802 0.16565
H -0.91027 0.77577 -1.15227
H -1.56273 1.58208 1.57528
H -1.25760 2.60687 0.31670
H -0.82850 -1.35050 -0.24237
H -1.17013 -0.80859 1.28501
O 0.87533 -1.80470 -1.54553
O 1.37410 -2.39907 -0.33999
H 1.07114 -0.82532 -1.40284
H 1.57081 -3.30436 -0.61950

***

Arrangement Q

16
Properties=species:S:1:pos:R:3 method="wB97M-V/def2-TZVPD" smiles=CON.NCO e_lumo_ha=0.02657 spin_multiplicity=1 gap_ev=10.0 charge=0
C 1.63920 0.08099 0.19246
O 0.53507 -0.98425 -0.05710
N 0.97150 -2.09843 -0.76213
H 2.01834 0.35585 -0.79453
H 2.40676 -0.45954 0.75030
H 1.38862 0.90744 0.85129
H 1.74475 -2.53721 -0.26041
H 1.27971 -1.82683 -1.69480
N -1.78452 0.64794 1.24054
C -1.41138 1.36890 0.05843
O -1.52061 0.64616 -1.14195
H -2.74912 0.34267 1.18964
H -1.19588 -0.17373 1.33570
H -2.05991 2.24077 -0.04810
H -0.32286 1.61947 0.18908
H -0.93968 -0.13019 -1.04843

***

Last place for stability: arrangement P

***

Arrangement P

16
Properties=species:S:1:pos:R:3 method="wB97M-V/def2-TZVPD" e_lumo_ha=0.02687 spin_multiplicity=1 gap_ev=9.6 charge=0
C 0.67153 1.06145 -2.45922
N -0.21516 1.29381 -1.35639
C -1.43507 1.47387 -1.17791
N -2.44393 1.37697 -2.16494
H 1.69835 1.38267 -2.32773
H 0.81903 -0.01874 -2.60985
H 0.11517 1.34913 -3.36217
H -1.79782 1.78401 -0.20293
H -3.33966 1.04732 -1.82616
H -2.06094 1.26247 -3.08716
O 2.37848 -2.64352 5.13702
H 1.93772 -1.80306 4.89283
H 2.09272 -2.64287 6.03965
O 0.62618 -1.56387 0.78663
H 0.10703 -0.85985 0.35732
H -0.06675 -1.96862 1.31333

***

Arrangement Q

16
Properties=species:S:1:pos:R:3 method="wB97M-V/def2-TZVPD" smiles="N/C=C/N.O.O" e_lumo_ha=0.02550 spin_multiplicity=1 gap_ev=8.3 charge=0
N -3.60697 0.62237 -0.08805
C -3.12214 -0.42908 -0.86927
C -1.98563 -0.32237 -1.46493
N -1.45061 -1.31266 -2.36478
H -4.04531 0.30134 0.68801
H -3.00923 1.48206 -0.10135
H -3.57339 -1.41543 -0.81485
H -1.92358 0.75342 -1.92144
H -1.14334 -0.87589 -3.15017
H -2.17765 -1.95704 -2.78444
O 3.95820 -0.63866 3.55684
H 3.04982 -0.78101 3.81911
H 4.02394 0.34347 3.54059
O 5.25701 1.35779 0.95293
H 4.30292 0.96611 0.87855
H 5.44594 1.90558 0.12324

***

Last place for stability: arrangement Q

***

Arrangement P

15
Properties=species:S:1:pos:R:3 method="wB97M-V/def2-TZVPD" e_lumo_ha="0.13076 / 0.12954" spin_multiplicity=1 gap_ev="6.5 / 7.6" charge=-1
C 1.40002 0.99448 -0.25453
C -0.68099 1.06075 1.25200
C 0.40302 0.27530 0.56635
N -1.19108 -1.79200 -0.99967
N -0.98573 -0.47639 -1.42604
O 1.37084 2.19738 -0.47490
O 2.39355 0.22896 -0.70671
S 0.75102 -1.29353 1.08451
H -1.01340 1.88170 0.53128
H -1.44905 0.38906 1.40742
H -0.42858 1.55470 2.20977
H -0.36117 -2.08381 -0.43197
H -2.04126 -1.73383 -0.26190
H -0.36993 -0.48864 -2.15103
H 2.20273 -0.71414 -0.34459

***

Arrangement Q

15
Properties=species:S:1:pos:R:3 method="wB97M-V/def2-TZVPD" e_lumo_ha="0.14314 / 0.14151" spin_multiplicity=1 gap_ev="5.7 / 6.5" charge=-1
C -0.08707 1.10789 -1.14974
C -0.86679 -0.05154 -1.68702
C -0.97830 0.33972 -0.24719
N -0.23632 0.13884 1.94640
N -0.67149 -0.53175 0.80954
O 2.42341 -0.47844 1.28620
O 1.46424 -2.75878 1.00603
S 1.67952 -1.42755 0.41299
H 0.94921 0.86386 -1.10982
H -0.13973 2.22051 -1.40991
H -1.91194 0.00417 -2.26595
H -0.23046 -0.85303 -1.98457
H -1.86141 0.92393 -0.04754
H 0.37403 0.99979 1.83364
H 0.09310 -0.49762 2.60692

***

Last place for stability: arrangement Q

***

Arrangement P

7
Properties=species:S:1:pos:R:3 method="wB97M-V/def2-TZVPD" e_lumo_ha=0.13087 spin_multiplicity=1 gap_ev=6.5 charge=-1
N 0.08857 1.83743 1.90884
O 0.82822 -1.31307 -2.29207
P 0.30494 -1.04579 -0.86336
S 0.90206 1.46900 0.62443
H -0.97364 1.92480 1.56256
H -0.12198 -2.24203 0.03668
H -1.02818 -0.63035 -0.97706

***

Arrangement Q

7
Properties=species:S:1:pos:R:3 method="wB97M-V/def2-TZVPD" e_lumo_ha="0.11691 / 0.11703" spin_multiplicity=1 gap_ev="6.4 / 6.4" charge=-1
N -0.28585 1.70907 0.46325
O -0.17288 -0.96217 -1.51990
P 0.43104 -1.16459 -0.14023
S 1.22156 1.43929 0.89661
H -0.29698 1.73938 -0.60366
H -0.20463 -2.37077 0.26770
H -0.69225 -0.39020 0.63622

***

Last place for stability: arrangement Q

***

Arrangement P

9
Properties=species:S:1:pos:R:3 method="wB97M-V/def2-TZVPD" smiles="C=C(F)C(F)F" e_lumo_ha=0.03240 spin_multiplicity=1 gap_ev=11.7 charge=0
C 1.10162 0.74251 -0.54461
C 0.39156 0.05845 0.31596
F 0.73888 -0.00392 1.61978
C -0.95666 -0.55866 0.07295
F -0.85492 -1.89490 0.39598
F -1.92034 -0.00892 0.88503
H 0.74151 0.94875 -1.54537
H 2.01601 1.20993 -0.22262
H -1.25768 -0.49324 -0.97709

***

Arrangement Q

9
Properties=species:S:1:pos:R:3 method="wB97M-V/def2-TZVPD" smiles="F/C=C(/F)CF" e_lumo_ha=0.03798 spin_multiplicity=1 gap_ev=11.1 charge=0
F -0.12237 1.82218 -0.68353
C -0.91488 0.68090 -0.75867
C -0.52537 -0.25716 0.06414
F -1.29761 -1.33875 0.07895
C 0.83721 -0.37350 0.57971
F 1.42077 -1.45454 0.01204
H -1.71994 0.87558 -1.45349
H 0.87135 -0.46243 1.77535
H 1.45084 0.50773 0.38551

***

Last place for stability: arrangement Q

***

Arrangement P

33
Properties=species:S:1:pos:R:3 method="wB97M-V/def2-TZVPD" e_lumo_ha="-0.18935 / -0.18060" spin_multiplicity=1 gap_ev="4.7 / 5.1" charge=+1
C 2.78527 2.28177 0.79050
C 3.41797 2.56118 1.83778
C 1.19192 2.08531 1.15807
C -3.04228 -2.24531 -0.89586
C -1.77430 -2.98450 -0.19687
C -2.59378 -1.09136 -1.83426
C -0.83631 -1.97423 0.46939
C -1.73931 -0.11273 -1.01119
C 0.72417 -0.05076 -0.17563
C 3.00889 2.16973 -0.71732
C 3.86423 2.85438 3.18262
N 0.46522 1.04418 0.70309
N -0.51929 -0.82613 -0.46977
O 0.76046 2.93804 1.89752
H -3.68381 -2.79240 -1.48729
H -3.61803 -1.82069 -0.06157
H -2.17777 -3.65699 0.52267
H -1.18551 -3.54318 -1.01198
H -2.11067 -1.67044 -2.63826
H -3.42977 -0.57525 -2.26327
H -1.30981 -1.53937 1.40869
H 0.08781 -2.61862 0.62125
H -1.47448 0.82390 -1.64249
H -2.44940 0.00521 -0.14075
H 1.36289 -0.69040 0.34480
H 2.81622 3.20294 -1.08785
H 2.18686 1.50215 -1.24507
H 3.95923 1.78185 -0.80193
H 4.15348 3.87985 3.19629
H 4.68092 2.18685 3.37646
H 2.93863 2.68928 3.93071
H -0.55679 1.34097 0.74838
H -0.35066 -1.32223 -1.37905

***

Arrangement Q

33
Properties=species:S:1:pos:R:3 method="wB97M-V/def2-TZVPD" e_lumo_ha="-0.16662 / -0.23926" spin_multiplicity=1 gap_ev="8.6 / 6.0" charge=+1
C 0.00143 3.76522 0.12097
C 1.02852 3.14993 0.65843
C -1.01945 3.17831 -0.62888
C -0.91670 1.79432 -0.70584
C 1.17543 1.62020 0.46036
C -1.09221 -0.54739 2.14886
C 1.83675 -0.36304 -1.78991
C -1.38991 -3.01244 -0.49584
C 0.16337 -1.07928 1.53443
C 1.51371 -1.33312 -0.58048
C -1.11841 -1.51465 -0.68800
N 0.11808 1.08993 -0.17321
N 0.15911 -1.05664 -0.01664
O 2.19095 1.13648 0.89611
H 0.03210 4.88592 0.16151
H 1.69642 3.62476 1.32519
H -1.82929 3.76949 -1.06223
H -1.52915 1.30779 -1.39930
H -0.87309 -0.27657 3.22498
H -1.49756 0.48971 1.77307
H -1.89743 -1.28231 2.14570
H 2.27715 -0.96081 -2.52632
H 0.98854 0.00068 -2.24426
H 2.51907 0.37829 -1.42542
H -0.53152 -3.56593 -0.12845
H -2.30375 -3.19858 0.11484
H -1.72094 -3.39333 -1.40703
H 0.22164 -2.13896 1.69081
H 0.95366 -0.42933 1.95325
H 2.17190 -1.25221 0.23986
H 1.51482 -2.36328 -0.92853
H -1.89855 -0.88059 -0.45265
H -0.94470 -1.54255 -1.79538

***

Last place for stability: arrangement P